The following is a DFT calculation (ωB97M-V/def2-TZVPD) of a molecular structure, C19H30F6N6O6PPbS3Te.

The geometry in ORCA input format:
```
! RIJCOSX wB97M-V def2-TZVPD def2/J DEFGRID3
* xyz 1 1
Pb 0.01793 -0.36566 0.66161
F -3.89318 2.93483 -1.76339
C -2.71537 3.52205 -1.59318
F -2.43090 4.26891 -2.64387
F -2.76608 4.28891 -0.50328
S -1.41262 2.24470 -1.33628
O -1.87834 1.48035 -0.18323
O -0.16234 2.91928 -1.17974
N -1.54427 1.48877 -2.71092
S -1.32614 -0.03796 -2.89991
O -0.66522 -0.66987 -1.75967
O -0.82500 -0.37157 -4.18930
C -3.03147 -0.73376 -2.86200
F -3.76162 -0.21022 -3.82808
F -2.98408 -2.05676 -3.00456
F -3.61212 -0.46372 -1.68206
O 2.11615 -0.44886 2.28862
N 2.11246 -0.62372 3.58546
C 3.10039 -1.35872 4.14009
C 3.14938 -1.57396 5.49568
C 2.17516 -1.01775 6.31369
C 1.18409 -0.24860 5.73783
C 1.15813 -0.05364 4.36418
S -0.09386 0.87875 3.57275
H 3.81596 -1.74089 3.42858
H 3.95357 -2.17038 5.90085
H 2.19705 -1.17100 7.38309
H 0.41680 0.22518 6.33284
N -2.30915 -1.23499 1.01074
H -2.57727 -1.36374 1.98073
H -2.53166 -2.08750 0.50675
H -2.87027 -0.48240 0.61721
Te 1.25702 2.49611 2.32427
C -0.00433 4.08545 2.83881
C 0.49276 5.10544 3.64498
C -0.32331 6.18247 3.96132
C -1.62838 6.22580 3.49299
C -2.12140 5.20186 2.69601
C -1.30783 4.13174 2.35484
H 1.50387 5.06190 4.02828
H 0.06110 6.98332 4.57875
H -2.26408 7.06357 3.74710
H -3.13693 5.24288 2.32467
H -1.68055 3.35069 1.70447
C 2.09843 -3.48444 -3.42350
N 1.26794 -3.30596 -2.23814
C -0.08411 -3.83186 -2.38916
P 1.85140 -2.77266 -0.80562
O 0.68770 -2.52304 0.13388
N 2.79555 -1.48555 -1.19320
C 2.46756 -0.55417 -2.27250
C 3.90251 -1.02469 -0.35734
N 2.87990 -3.80197 -0.02262
C 4.03027 -4.33314 -0.74514
C 2.36194 -4.71827 0.98875
H 2.21970 -4.54530 -3.65728
H 3.08334 -3.04644 -3.28027
H 1.62706 -2.99427 -4.27874
H -0.06368 -4.91426 -2.54347
H -0.55851 -3.36377 -3.25395
H -0.67296 -3.60832 -1.50519
H 1.65232 -0.93335 -2.87976
H 3.34540 -0.40239 -2.90450
H 2.17418 0.41964 -1.86562
H 4.10750 -1.74515 0.42740
H 3.65955 -0.06752 0.11069
H 4.79660 -0.89416 -0.97178
H 4.45000 -3.57670 -1.40640
H 3.77085 -5.21560 -1.33923
H 4.80248 -4.61943 -0.02946
H 1.56704 -4.23890 1.55190
H 3.17126 -4.98480 1.67088
H 1.97461 -5.64242 0.54661
*
```

Calculated values
Max |F|: 0.336 eV Å⁻¹
Electronic energy: -112051.9024 eV
Energy relative to the best compared isomer or geometry (same formula, charge and spin): 0.1247 eV
Kohn-Sham gap: 0.2825 Ha
HOMO: -11.0 eV

The following is a DFT calculation (ωB97M-V/def2-TZVPD) of C19H30N2O3 in the gas phase.

The geometry in ORCA input format:
```
! RIJCOSX wB97M-V def2-TZVPD def2/J DEFGRID3
* xyz 0 1
C 6.30813 1.40840 -1.75433
H 6.95960 0.54170 -1.60137
O 5.55774 1.70104 -0.60139
C 4.69026 0.75952 -0.13333
C 4.47662 -0.48780 -0.70733
C 3.56198 -1.36037 -0.14128
C 2.84403 -1.02302 0.99652
C 3.07462 0.22451 1.56978
C 3.98094 1.10376 1.01803
H 4.16306 2.06996 1.46194
H 2.54284 0.50798 2.46662
C 1.79335 -1.95114 1.55662
N 0.45779 -1.75691 0.99905
C 0.38491 -2.07741 -0.41288
C -1.05922 -2.28403 -0.87837
C -1.75365 -0.98736 -1.24612
O -2.04306 -0.73349 -2.40339
N -2.03939 -0.14914 -0.22380
C -1.61620 -0.41064 1.13280
H -1.99933 0.40242 1.74640
C -0.09349 -0.45243 1.30569
H 0.12603 -0.24309 2.35493
H 0.36065 0.34587 0.69514
H -2.03781 -1.35415 1.49385
C -2.70767 1.10532 -0.52933
C -4.05345 1.27908 0.18446
H -4.33287 2.32886 0.07507
H -3.93908 1.08798 1.25180
C -5.19331 0.41776 -0.37206
C -6.52742 0.94518 0.15656
H -6.55447 0.88406 1.24269
H -6.67650 1.98312 -0.13256
H -7.35341 0.35931 -0.23979
C -5.04100 -1.05640 -0.00592
H -5.92186 -1.61177 -0.32131
H -4.93064 -1.17287 1.07059
H -4.17712 -1.49156 -0.49798
H -5.19236 0.50394 -1.46389
H -2.88128 1.07187 -1.61159
C -1.78796 2.30898 -0.26325
O -1.70296 2.58135 1.12096
H -1.13624 3.34762 1.25214
H -2.19818 3.17942 -0.79393
H -0.79267 2.09426 -0.67722
H -1.61340 -2.81316 -0.10216
H -1.05431 -2.89366 -1.78336
H 0.92622 -3.01541 -0.56000
H 0.86254 -1.30660 -1.04316
H 1.71326 -1.81280 2.63861
H 2.07418 -2.99065 1.36601
H 3.41558 -2.32850 -0.59858
H 5.01334 -0.79404 -1.59152
H 6.92058 2.28964 -1.93898
H 5.66261 1.22949 -2.62056
*
```

Calculated values
Max |F|: 0.684 eV Å⁻¹
Structure (SMILES): COc1ccc(CN2CCC(=O)N([C@H](CO)CC(C)C)CC2)cc1
Electronic energy: -29312.6342 eV
Energy relative to the best compared isomer or geometry (same formula, charge and spin): 1.5035 eV
Kohn-Sham gap: 0.3310 Ha
HOMO: -8.4 eV

The following is a DFT calculation (ωB97M-V/def2-TZVPD) of C19H30N2S in the gas phase.

The geometry in ORCA input format:
```
! RIJCOSX wB97M-V def2-TZVPD def2/J DEFGRID3
* xyz 0 1
C -3.51213 -1.17134 -0.17305
C -3.86099 -0.81649 1.26644
H -4.20506 0.21802 1.31417
H -4.68592 -1.44781 1.60490
C -2.68104 -1.02102 2.22339
C -1.44501 -0.24699 1.83902
C -1.50092 1.08673 1.45023
C -0.34828 1.79556 1.17174
C 0.89941 1.19665 1.29172
C 0.96133 -0.13758 1.67132
C -0.19599 -0.84802 1.93557
H -0.12493 -1.88626 2.22790
H 1.92329 -0.62403 1.76992
C 2.15930 1.99641 1.02734
N 2.05751 2.73594 -0.21613
C 2.00529 2.20358 -1.45777
N 1.98462 0.86255 -1.56063
H 1.78048 0.33077 -0.72837
C 1.81943 0.15881 -2.81282
C 2.64938 -1.12645 -2.79824
C 2.08046 -2.16570 -1.83411
C 0.62179 -2.46454 -2.16463
C -0.21096 -1.18717 -2.11990
C 0.34393 -0.15059 -3.09244
H 0.25807 -0.52719 -4.11314
H -0.22938 0.77608 -3.02717
H -1.24583 -1.41314 -2.38383
H -0.21130 -0.78563 -1.10292
H 0.22178 -3.19364 -1.45673
H 0.56094 -2.89942 -3.16479
H 2.67207 -3.08133 -1.90003
H 2.15190 -1.80561 -0.80476
H 3.67972 -0.88706 -2.52780
H 2.65489 -1.54081 -3.80774
H 2.19456 0.83424 -3.58970
S 2.00891 3.22425 -2.76343
H 2.11399 3.74163 -0.18474
C 2.41004 2.97934 2.16889
H 3.32421 3.54087 1.99008
H 1.57794 3.67388 2.25763
H 2.50920 2.43910 3.10700
H 3.01644 1.30686 0.96378
H -0.41513 2.82644 0.85654
H -2.45428 1.58509 1.36456
C -3.07931 -0.62802 3.65072
H -2.25765 -0.81205 4.33956
H -3.94154 -1.20538 3.97662
H -3.33323 0.42874 3.69549
H -2.42656 -2.08727 2.22070
H -4.38922 -1.08140 -0.80973
H -2.74142 -0.50598 -0.55391
H -3.14477 -2.19361 -0.23671
*
```

Calculated values
Max |F|: 0.815 eV Å⁻¹
Structure (SMILES): CC[C@H](C)c1ccc([C@H](C)NC(=S)NC2CCCCC2)cc1
Electronic energy: -34007.1648 eV
Energy relative to the best compared isomer or geometry (same formula, charge and spin): 0.0000 eV
Kohn-Sham gap: 0.3129 Ha
HOMO: -7.8 eV